77
Properties=species:S:1:pos:R:3:forces:R:3:mulliken_spin:R:1 method="wB97M-V/def2-TZVPD" total_charge=-1 spin_multiplicity=3 energy_ev=-79295.696 homo_ev="-2.3 / -2.4"
V 2.2119 2.3009 1.6164 -0.6 -1.5 0.6 2.637
Cl 3.5009 2.9642 -0.0630 0.8 1.1 -0.7 0.042
P -0.4925 0.0909 -0.2962 -0.6 0.3 -0.1 -0.125
O 0.5747 3.4390 2.1547 0.5 0.7 1.4 -0.006
O 2.3752 3.3985 3.4247 -1.2 0.6 0.1 0.006
C 2.3010 -0.5499 -0.9135 -0.1 -0.3 -0.2 -0.005
C -0.9129 -0.5636 -1.9888 0.2 0.1 0.2 0.001
C -3.1637 3.2581 0.0753 0.1 -0.8 0.0 -0.001
C -2.5722 1.9061 -0.3866 -0.9 0.4 0.0 0.007
C -1.2912 -2.5818 3.3397 0.3 0.2 0.8 -0.001
C 1.4226 0.3254 0.0056 -0.9 -0.5 -0.7 0.115
C -1.0639 1.8310 -0.1335 -0.1 0.4 -0.1 0.017
C -0.8950 -1.6509 -4.7406 0.2 0.2 0.0 0.000
C 1.1923 3.8311 3.2269 1.3 -2.3 -2.6 0.021
C -1.7465 -0.6928 0.8977 1.8 5.9 3.2 0.003
C 1.7581 0.1348 1.4330 -0.2 2.0 1.4 -0.568
C -1.2203 -0.1624 -4.4670 -0.3 -0.4 -0.1 0.000
C -2.4132 -1.8762 0.9230 0.1 -6.3 -2.0 0.004
C 2.0487 -3.4655 1.3604 -1.9 2.9 -2.7 -0.056
C -0.9173 4.3299 -0.4014 0.3 -0.3 0.3 -0.003
C -2.4319 4.4403 -0.5339 -0.1 0.0 -0.1 0.000
C -0.3507 -1.9704 -2.2857 0.1 -0.1 0.1 -0.003
C -0.3645 2.9783 -0.9044 0.0 0.0 -0.1 0.054
C -1.0624 -2.5530 -3.5092 -0.1 0.3 -0.1 0.000
C -2.2900 -2.7771 2.2103 -0.6 0.3 -1.1 0.000
C 1.1190 -3.8484 2.4758 -1.0 -1.5 0.8 0.009
C -0.6362 0.3838 -3.1553 0.1 0.1 -0.3 -0.002
C 0.2360 -2.9660 3.4290 0.8 -0.2 0.2 -0.001
C 4.0638 -0.7695 0.8753 0.0 0.2 0.2 -0.004
C 3.7726 -0.3768 -0.5697 0.3 0.4 0.1 -0.016
C 3.1825 0.0458 1.8670 0.0 -1.7 -0.2 -0.024
H -0.5484 2.8866 -1.9884 0.1 0.1 0.4 -0.001
H 4.3934 -0.9662 -1.2584 -0.2 0.1 0.2 -0.002
H -0.8707 0.4486 -5.3137 -0.1 -0.1 0.2 0.000
H -2.1545 -3.8025 1.8564 -0.3 -0.1 0.0 0.000
H -1.5370 -2.0150 -5.5567 0.2 0.1 0.1 0.000
H -0.8715 2.0513 0.9364 -0.2 -0.3 -0.2 -0.030
H -0.6332 4.4074 0.6596 -0.2 0.1 -0.4 0.004
H -2.7756 5.3460 -0.0413 0.0 0.3 0.0 0.000
H -3.3035 -2.7052 2.6460 0.4 -0.3 0.3 0.000
H -1.0874 1.3648 -2.9772 0.1 -0.2 0.0 -0.001
H -2.3168 -0.0582 -4.4232 0.2 0.0 0.0 0.000
H 0.4304 -4.6381 2.1480 0.0 -0.3 -0.1 -0.001
H 1.8368 -4.3712 3.0932 -0.3 -0.3 1.2 -0.001
H -2.7961 1.7271 -1.4542 0.2 0.3 0.2 -0.001
H 0.9735 0.3040 2.2023 0.3 -0.9 -0.4 0.084
H 3.2131 -0.4370 2.8593 0.1 0.4 -0.3 -0.006
H 0.8045 -2.0747 3.6984 0.1 0.4 -0.3 -0.001
H 1.4177 -3.6845 0.4289 0.8 -0.9 0.1 -0.005
H -0.6696 -3.5524 -3.7266 -0.1 0.1 0.0 0.000
H -1.8005 -2.4566 0.1790 -1.1 -0.4 0.0 0.000
H 2.1408 -0.3056 -1.9757 -0.1 0.1 0.4 0.004
H -0.4734 -2.6394 -1.4251 0.0 0.2 -0.1 0.000
H 3.6943 1.0393 1.9638 0.2 0.4 0.2 -0.033
H 0.4444 0.5488 -3.2745 -0.1 -0.1 0.1 0.000
H -4.2356 3.2501 -0.1781 0.3 0.2 0.1 0.000
H 2.0168 -1.5954 -0.7558 0.0 0.1 0.0 -0.004
H 0.6923 4.4837 3.8804 -0.6 1.0 1.2 0.002
H 5.1248 -0.5929 1.1074 -0.2 0.0 0.0 0.007
H -1.3914 -1.5777 3.7558 0.2 0.5 -0.2 0.000
H 1.6655 1.3932 -0.2841 -0.6 -0.5 -0.3 -0.090
H -2.7039 4.5253 -1.5893 0.0 0.0 -0.1 0.000
H -3.0930 3.2889 1.1766 0.0 0.1 -0.3 0.000
H 4.0302 0.6833 -0.6954 0.1 -0.4 -0.2 0.001
H -1.0379 -0.6232 1.7880 0.0 0.3 0.1 -0.005
H -2.0069 -0.6720 -1.8905 0.1 0.0 0.2 0.000
H 0.1457 -1.7238 -5.0957 -0.2 0.0 0.1 0.000
H -2.5260 0.1207 1.1755 2.2 -0.3 -0.7 0.000
H -3.1217 1.1267 0.1561 0.2 0.4 -0.5 0.001
H 0.3058 -3.5508 4.3572 -0.2 0.1 0.0 -0.001
H 0.7276 -1.9039 -2.4897 -0.3 0.0 0.0 0.001
H -1.7472 -3.1462 4.1507 -0.1 -0.3 0.1 0.000
H 3.8375 -1.8332 1.0295 -0.1 0.1 0.1 -0.004
H -0.4206 5.1508 -0.9364 -0.1 -0.1 0.1 0.001
H 1.6903 -2.3827 1.1583 1.0 0.2 0.6 0.009
H -2.1312 -2.6593 -3.2785 0.1 0.0 0.0 0.000
H 0.7327 2.9671 -0.7643 -0.5 0.1 -0.1 -0.030